(1)
The following is a quantum chemistry calculation of a 7-piece molecular cluster, C46H90BF2N4O25S3 overall at a distorted geometry, from OMol25.

Summary:
HOMO = -10.672 eV
Net charge = +1
Gap between HOMO and LUMO = 7.001 eV
LUMO = -3.670 eV

Geometry (Å):
C 6.547 10.801 2.621
C 6.378 9.882 1.269
N 6.217 8.429 1.762
C 7.570 7.800 1.514
C 7.772 6.310 2.186
C 5.106 7.773 0.973
S 5.238 7.532 -0.738
S 3.523 7.199 1.793
C 2.204 8.581 1.762
C 0.972 7.981 0.840
C 0.128 6.757 1.608
C -1.294 6.387 0.884
N -2.540 6.988 1.458
B -2.414 8.325 2.150
O -1.882 9.583 1.590
N -2.834 8.404 3.639
C -2.655 9.812 4.179
C -4.305 8.101 3.813
C -3.667 6.965 0.401
C -3.587 8.143 -0.708
C -4.566 9.422 -0.549
C -5.538 9.481 0.753
S -6.914 10.777 0.468
O -7.524 10.690 -0.952
O -6.401 12.216 0.754
O -8.194 10.324 1.555
C -3.563 5.529 -0.454
O -2.961 4.436 0.284
C -1.572 4.742 0.761
C -0.590 4.245 -0.452
C 0.449 3.041 -0.110
C -0.273 1.542 0.062
F 1.423 3.335 0.990
C -1.446 3.920 2.164
O -2.232 2.810 2.285
N -0.540 4.155 3.338
C -1.146 5.011 4.421
O -2.474 4.863 4.680
F -0.312 5.962 5.233
H 7.612 10.632 3.095
H 5.773 10.380 3.424
H 6.352 11.921 2.336
H 5.514 10.217 0.550
H 7.419 9.939 0.691
H 8.368 8.507 2.051
H 7.896 7.742 0.392
H 7.991 5.530 1.321
H 8.763 6.334 2.841
H 6.907 5.987 2.907
H 1.900 8.716 2.904
H 2.741 9.515 1.305
H 1.505 7.441 -0.082
H 0.276 8.793 0.368
H 0.821 5.799 1.426
H 0.098 6.878 2.770
H -1.168 6.849 -0.212
H -2.888 6.304 2.198
H -2.653 10.215 1.411
H -3.098 9.798 5.287
H -1.542 10.159 4.286
H -3.337 10.581 3.587
H -4.715 7.222 3.158
H -4.436 7.749 4.946
H -4.993 9.072 3.725
H -4.659 6.871 1.009
H -3.835 7.648 -1.767
H -2.477 8.564 -0.843
H -5.274 9.467 -1.510
H -3.931 10.431 -0.606
H -4.954 9.872 1.697
H -6.136 8.472 0.970
H -7.954 10.612 2.494
H -4.674 5.219 -0.754
H -2.986 5.653 -1.471
H 0.063 5.165 -0.843
H -1.247 3.928 -1.397
H 1.133 2.910 -1.081
H 0.388 0.770 -0.518
H -1.358 1.674 -0.364
H -0.349 1.306 1.219
H 0.434 4.419 3.085
C 1.220 -4.492 2.384
C 0.406 -4.582 1.105
O 0.719 -3.495 0.225
C 1.872 -3.622 -0.477
O 2.642 -4.568 -0.431
O 2.037 -2.499 -1.223
C 3.264 -2.462 -1.946
H 1.097 -3.510 2.851
H 0.913 -5.265 3.094
H 2.289 -4.615 2.183
H -0.659 -4.498 1.347
H 0.547 -5.545 0.601
H 3.400 -3.366 -2.549
H 4.100 -2.332 -1.252
H 3.236 -1.601 -2.620
C 1.920 -5.605 -3.577
C 0.764 -6.025 -2.686
O -0.486 -5.588 -3.233
C -0.974 -6.338 -4.252
O -0.455 -7.337 -4.723
O -2.131 -5.769 -4.677
C -2.706 -6.410 -5.813
H 1.887 -4.527 -3.770
H 2.878 -5.853 -3.113
H 1.870 -6.102 -4.551
H 0.868 -5.543 -1.708
H 0.758 -7.107 -2.513
H -2.828 -7.485 -5.645
H -2.089 -6.225 -6.697
H -3.695 -5.975 -5.984
C -12.880 7.205 4.779
C -13.694 7.115 3.500
O -13.381 8.202 2.620
C -12.228 8.075 1.918
O -11.458 7.129 1.964
O -12.063 9.198 1.173
C -10.836 9.235 0.449
H -13.003 8.187 5.247
H -13.187 6.432 5.489
H -11.811 7.082 4.578
H -14.759 7.199 3.742
H -13.553 6.152 2.997
H -10.700 8.331 -0.154
H -10.000 9.365 1.143
H -10.864 10.096 -0.224
C -0.510 -10.204 -3.722
C -0.455 -11.607 -3.143
O -0.771 -11.594 -1.745
C -2.089 -11.499 -1.442
O -3.009 -11.437 -2.243
O -2.209 -11.458 -0.091
C -3.547 -11.267 0.364
H 0.123 -9.523 -3.144
H -0.177 -10.202 -4.764
H -1.526 -9.800 -3.686
H 0.564 -11.997 -3.234
H -1.114 -12.295 -3.686
H -4.227 -12.004 -0.075
H -3.876 -10.249 0.131
H -3.557 -11.395 1.450
C 6.317 -15.948 -2.484
C 6.004 -14.541 -2.960
O 4.663 -14.457 -3.458
C 3.691 -14.375 -2.516
O 3.861 -14.355 -1.307
O 2.492 -14.345 -3.150
C 1.372 -14.350 -2.267
H 6.103 -16.678 -3.272
H 7.367 -16.035 -2.194
H 5.699 -16.222 -1.623
H 6.668 -14.284 -3.793
H 6.175 -13.799 -2.171
H 1.449 -13.553 -1.520
H 1.286 -15.327 -1.782
H 0.471 -14.177 -2.861
C 11.517 -12.134 -3.521
C 11.452 -12.703 -2.115
O 10.871 -11.757 -1.209
C 9.520 -11.657 -1.251
O 8.773 -12.300 -1.973
O 9.140 -10.697 -0.370
C 7.740 -10.426 -0.380
H 12.029 -11.166 -3.522
H 12.046 -12.817 -4.191
H 10.515 -11.963 -3.926
H 12.468 -12.902 -1.757
H 10.908 -13.655 -2.087
H 7.155 -11.341 -0.250
H 7.467 -9.921 -1.311
H 7.519 -9.755 0.455

(2)
The following is a quantum chemistry calculation of C20H46OP4Sm as an isolated structure at a distorted geometry, from OMol25.

Summary:
Energy relative to the best compared isomer or geometry (same formula, charge and spin) = 28.8 kcal/mol
HOMO (alpha / beta) = -16.797 / -16.906 eV
Net charge = +3
Gap between HOMO and LUMO (alpha / beta) = 3.995 / 3.722 eV
LUMO (alpha / beta) = -12.801 / -13.184 eV
Spin multiplicity = 6

Geometry (Å):
Sm -0.536 0.109 0.010
P -2.087 -2.358 1.374
P 1.226 -0.978 2.496
P 1.577 -1.926 -0.790
H -1.234 5.543 -4.687
C -1.236 4.612 -5.261
C -2.142 3.655 -5.056
H -2.862 3.717 -4.239
C -3.720 -2.053 2.186
C -1.630 -3.870 2.348
C -2.698 -3.230 -0.143
C 2.875 -0.145 2.574
C 0.732 -0.626 4.230
C 1.735 -2.723 2.753
C 1.151 -1.792 -2.579
C 1.784 -3.747 -0.661
C 3.355 -1.429 -0.852
H -0.487 4.492 -6.052
H -2.181 2.818 -5.754
H -4.235 -1.231 1.669
H -3.577 -1.777 3.242
H -4.338 -2.964 2.128
H -1.294 -3.585 3.356
H -0.819 -4.417 1.845
H -2.507 -4.531 2.441
H -2.919 -2.487 -0.925
H -3.618 -3.787 0.095
H -1.928 -3.921 -0.517
H 3.417 -0.530 3.450
H 2.722 0.938 2.669
H 3.440 -0.344 1.655
H 1.520 -0.952 4.924
H -0.200 -1.166 4.448
H 0.590 0.454 4.352
H 2.765 -2.741 3.132
H 1.679 -3.281 1.812
H 1.077 -3.199 3.492
H 1.853 -2.420 -3.144
H 1.224 -0.754 -2.932
H 0.127 -2.159 -2.741
H 2.030 -4.174 -1.643
H 0.844 -4.196 -0.314
H 2.590 -4.011 0.036
H 3.791 -1.706 -1.823
H 3.927 -1.923 -0.054
H 3.413 -0.342 -0.723
C 0.072 2.145 -2.531
C 1.059 3.122 -2.827
C 1.754 3.004 -4.027
C 1.393 2.040 -4.974
C 0.265 1.229 -4.743
C -0.516 1.438 -3.617
O -0.227 1.832 -1.283
H 1.311 0.804 0.253
H 1.279 3.911 -2.101
H 2.601 3.659 -4.255
H 2.005 1.935 -5.877
H -0.039 0.452 -5.446
H -1.497 0.961 -3.482
C -1.792 1.538 3.621
P -0.820 1.971 2.133
C -1.952 3.119 1.253
C 0.418 3.199 2.696
H -2.564 0.811 3.330
H -2.251 2.442 4.036
H -1.172 1.069 4.389
H -1.981 4.062 1.811
H -1.576 3.321 0.238
H -2.963 2.696 1.189
H 1.128 3.387 1.876
H -0.099 4.141 2.927
H 0.971 2.849 3.578

(3)
The following is a quantum chemistry calculation of a 2-piece molecular cluster, C9H14N2S overall at a distorted geometry, from OMol25.

Summary:
Energy relative to the best compared isomer or geometry (same formula, charge and spin) = 165.9 kcal/mol
HOMO = -7.058 eV
Net charge = 0
Gap between HOMO and LUMO = 6.962 eV
LUMO = -0.095 eV

Geometry (Å):
C 2.418 -0.729 0.948
C 2.186 -1.316 2.154
C 1.114 -1.513 -0.952
C 0.120 -2.644 2.634
C -2.275 3.337 -1.016
C -1.369 1.734 1.086
C -0.297 1.462 2.034
C -1.015 -1.578 -2.386
C 0.427 -1.145 -2.302
N 1.621 -0.617 -0.216
N 1.154 -2.109 2.417
S -0.994 3.099 0.049
H 3.339 -0.193 0.829
H 2.916 -1.123 2.870
H -3.337 2.962 -0.879
H -2.358 4.297 -1.554
H -2.455 1.679 1.099
H 0.651 1.121 1.617
H -0.611 0.541 2.629
H -0.150 2.295 2.697
H -1.212 -1.674 -3.424
H -1.518 -0.954 -1.675
H -1.092 -2.569 -1.918
H 0.575 -0.109 -2.627
H 0.924 -1.626 -3.204
H 1.239 -2.628 -0.910

(4)
The following is a quantum chemistry calculation of C8H14BrN2 as an isolated structure at a distorted geometry, from OMol25.

Summary:
Energy relative to the best compared isomer or geometry (same formula, charge and spin) = 36.4 kcal/mol
HOMO = -3.389 eV
Net charge = -1
Gap between HOMO and LUMO = 6.774 eV
LUMO = 3.385 eV

Geometry (Å):
Br -0.051 -1.751 -2.119
C 1.588 0.958 1.288
C 1.471 -0.311 0.390
C 1.361 0.016 -1.110
C 2.507 0.682 -1.677
N 3.409 1.182 -2.162
H 2.590 1.387 1.283
H 1.315 0.723 2.316
H 0.909 1.721 0.907
H 0.548 -0.810 0.686
H 2.247 -1.035 0.639
H 0.466 0.625 -1.243
H 1.245 -0.952 -1.597
C -1.432 -0.818 1.475
C -1.569 -0.999 -0.050
C -2.182 0.244 -0.698
C -1.333 1.443 -0.629
N -0.606 2.383 -0.531
H -2.392 -0.508 1.888
H -0.738 0.004 1.649
H -1.063 -1.717 1.969
H -2.238 -1.859 -0.087
H -0.630 -1.197 -0.568
H -3.151 0.435 -0.238
H -2.272 0.151 -1.780

(5)
The following is a quantum chemistry calculation of C22H14IIrN3O4S as an isolated structure at a distorted geometry, from OMol25.

Summary:
Energy relative to the best compared isomer or geometry (same formula, charge and spin) = 33.9 kcal/mol
HOMO (alpha / beta) = -8.548 / -8.543 eV
Net charge = 0
Gap between HOMO and LUMO (alpha / beta) = 7.649 / 6.393 eV
LUMO (alpha / beta) = -0.899 / -2.150 eV
Spin multiplicity = 2

Geometry (Å):
Ir -0.449 -0.400 0.052
O -1.025 1.159 -0.924
C -0.900 2.409 -0.402
C -1.855 3.343 -0.763
C -1.760 4.647 -0.293
C -0.704 5.031 0.516
C 0.264 4.099 0.855
C 0.179 2.783 0.416
C 1.261 1.867 0.750
N 1.230 0.612 0.513
N 2.359 -0.156 0.726
C 2.073 -1.417 0.682
O 0.880 -1.876 0.398
C 3.128 -2.423 0.932
C 4.447 -2.021 1.135
C 5.428 -2.969 1.366
C 5.100 -4.319 1.399
C 3.787 -4.718 1.198
C 2.800 -3.774 0.963
H -2.672 3.026 -1.397
H -2.522 5.366 -0.565
H -0.633 6.047 0.877
H 1.103 4.387 1.478
H 2.187 2.255 1.163
H 4.689 -0.968 1.108
H 6.453 -2.657 1.521
H 5.869 -5.058 1.581
H 3.529 -5.769 1.224
H 1.774 -4.075 0.804
S -3.364 0.726 3.248
C -2.061 0.522 2.371
N -1.052 0.447 1.747
I -2.785 -8.615 -2.064
C -2.387 -6.609 -1.636
C -2.920 -6.036 -0.490
C -2.643 -4.709 -0.208
C -1.851 -3.962 -1.073
C -1.324 -4.543 -2.221
C -1.590 -5.872 -2.502
C -1.543 -2.552 -0.755
O -1.739 -2.028 0.380
O -1.013 -1.821 -1.651
H -3.542 -6.619 0.175
H -3.040 -4.245 0.686
H -0.710 -3.947 -2.881
H -1.180 -6.332 -3.390

(6)
The following is a quantum chemistry calculation of the molecule C9H17BN2O5 at a distorted geometry, from OMol25.

Summary:
Energy relative to the best compared isomer or geometry (same formula, charge and spin) = 22.2 kcal/mol
HOMO = -8.861 eV
Net charge = 0
Gap between HOMO and LUMO = 9.224 eV
LUMO = 0.363 eV
SMILES = O=C([C@@H]1C[C@H](O)CN1)N1C[C@@H](O)C[C@H]1B(O)O

Geometry (Å):
O -0.005 -0.347 -1.770
C -0.361 0.171 -0.749
C -1.830 0.010 -0.317
C -1.937 -1.408 0.254
C -2.584 -2.174 -0.857
O -1.616 -2.806 -1.623
C -3.410 -1.118 -1.722
N -2.769 0.130 -1.439
N 0.479 0.882 0.146
C 0.036 1.568 1.411
C 1.321 1.972 2.082
O 1.781 1.120 3.131
C 2.419 1.919 0.971
C 1.980 0.954 -0.094
B 2.989 -0.229 -0.379
O 2.627 -1.230 -1.272
O 4.264 -0.292 0.258
H -2.034 0.799 0.413
H -2.561 -1.425 1.191
H -0.912 -1.710 0.466
H -3.216 -2.980 -0.407
H -0.981 -2.046 -1.833
H -3.383 -1.434 -2.770
H -4.482 -1.133 -1.362
H -2.236 0.506 -2.231
H -0.669 2.374 1.205
H -0.568 0.883 2.120
H 1.247 2.896 2.690
H 1.859 0.208 2.854
H 3.330 1.479 1.378
H 2.640 2.923 0.699
H 1.990 1.488 -1.030
H 1.762 -0.911 -1.549
H 4.829 -1.039 0.132

(7)
The following is a quantum chemistry calculation of C15H56F2HfN28O17 as an isolated structure at a distorted geometry, from OMol25.

Summary:
Energy relative to the best compared isomer or geometry (same formula, charge and spin) = 0.0 kcal/mol
HOMO = -8.883 eV
Net charge = 0
Gap between HOMO and LUMO = 7.305 eV
LUMO = -1.578 eV

Geometry (Å):
Hf -0.042 -0.118 0.309
F 0.709 -1.452 -1.441
F 0.138 1.498 -1.407
C -0.051 -1.317 2.683
O 0.807 -0.497 2.474
O -1.050 -0.646 2.469
O -0.040 -2.057 1.636
C 0.774 -5.767 3.250
O 0.825 -6.965 3.558
N 1.537 -4.838 3.747
N 0.064 -5.364 2.275
H 1.543 -3.842 3.577
H 1.912 -5.146 4.632
H 0.082 -4.369 2.105
H -0.334 -6.044 1.642
C -2.825 1.086 5.233
O -3.363 0.081 4.917
N -2.744 1.678 6.369
N -2.182 1.664 4.273
H -3.443 1.317 7.002
H -2.097 2.412 6.623
H -1.422 2.252 4.586
H -2.047 1.084 3.457
C -1.090 0.719 -4.980
O -1.927 0.918 -5.907
N -0.225 -0.236 -4.910
N -0.947 1.527 -4.011
H -0.185 -0.799 -5.747
H 0.400 -0.439 -4.143
H -1.120 2.522 -4.041
H -0.471 1.382 -3.132
C 3.160 -3.369 -0.314
O 3.941 -2.635 0.305
N 3.096 -3.363 -1.624
N 2.611 -4.387 0.152
H 3.635 -2.672 -2.127
H 2.358 -3.833 -2.129
H 2.580 -4.432 1.161
H 1.803 -4.773 -0.314
C -0.292 -3.979 -4.158
O -0.647 -4.506 -5.116
N 0.495 -4.367 -3.144
N -0.668 -2.811 -3.831
H 0.570 -3.712 -2.379
H 0.960 -5.254 -3.275
H -1.105 -2.353 -4.619
H -0.349 -2.397 -2.967
C -3.349 -3.858 0.792
O -4.441 -4.277 0.392
N -2.193 -4.094 0.282
N -3.236 -3.158 1.814
H -1.407 -3.890 0.883
H -2.057 -4.570 -0.598
H -2.363 -2.737 2.100
H -4.012 -2.882 2.399
C 2.934 3.211 -3.012
O 3.947 3.092 -3.705
N 2.074 4.178 -3.108
N 2.615 2.563 -1.945
H 1.334 4.413 -2.462
H 2.033 4.590 -4.029
H 1.639 2.306 -1.887
H 3.342 1.894 -1.735
C 3.671 -0.728 -3.795
O 4.109 -1.864 -3.571
N 4.322 0.216 -4.516
N 2.462 -0.406 -3.400
H 5.218 -0.056 -4.894
H 4.064 1.159 -4.768
H 2.034 -0.940 -2.657
H 2.269 0.584 -3.436
C -0.205 3.045 2.042
O 0.161 2.084 1.441
N 0.378 3.536 3.102
N -0.955 3.922 1.404
H -0.134 4.236 3.620
H 1.217 3.080 3.431
H -1.067 4.798 1.896
H -1.378 3.628 0.536
C -2.851 -1.159 -1.808
O -1.923 -1.002 -1.006
N -3.562 -2.269 -1.895
N -3.374 -0.163 -2.522
H -3.245 -3.044 -1.329
H -4.325 -2.261 -2.556
H -2.860 0.704 -2.455
H -4.169 -0.270 -3.135
C -3.154 1.595 0.824
O -2.024 1.227 0.426
N -3.899 2.437 0.252
N -3.676 1.193 1.931
H -3.529 2.927 -0.551
H -4.805 2.711 0.605
H -4.631 1.417 2.171
H -3.376 0.322 2.346
C -2.382 4.597 -1.866
O -3.061 3.820 -2.448
N -1.133 4.350 -1.689
N -2.676 5.589 -1.108
H -0.834 3.419 -1.941
H -0.529 5.157 -1.749
H -3.659 5.819 -1.071
H -2.002 6.231 -0.717
C 2.190 1.854 5.120
O 2.769 2.595 5.984
N 2.623 1.765 3.883
N 0.978 1.347 5.309
H 3.580 2.027 3.694
H 2.084 1.279 3.181
H 0.482 0.755 4.659
H 0.476 1.739 6.093
C 3.277 0.906 0.780
O 2.306 0.369 0.350
N 3.590 2.174 0.871
N 4.223 0.216 1.351
H 3.195 2.906 0.297
H 4.314 2.520 1.484
H 5.148 0.502 1.638
H 4.089 -0.781 1.260